Record 1
{"formula": "C4H6N2O", "method": "the ωB97M-V functional and the def2-TZVPD basis", "charge": 0, "e_tot_ev": -9268.482, "spin_multiplicity": 1, "e_lumo_ha": 0.030, "de_lowest_kcal_mol": 115.8, "homo_lumo_gap_ha": 0.329, "homo_energy_ev": -8.14, "elements": ["N", "C", "O", "C", "C", "C", "N", "H", "H", "H", "H", "H", "H"], "coordinates": [[-0.240, 0.869, 2.004], [-0.343, 0.001, 1.101], [-0.641, -1.343, 1.122], [-0.409, -1.467, -0.320], [-0.142, 0.031, -0.386], [-0.388, 1.032, -1.439], [1.055, 0.674, -0.808], [-0.431, 0.488, 2.931], [0.429, -2.138, -0.527], [-1.314, -1.786, -0.840], [-0.623, 1.993, -0.959], [1.512, 0.356, -1.698], [1.536, 1.289, -0.182]], "nbo_charge": [-0.700, 0.556, -0.493, -0.067, -0.089, -0.373, -0.607, 0.361, 0.188, 0.202, 0.156, 0.445, 0.422]}

***

Record 2
{"formula": "C3H5FS2", "method": "the ωB97M-V functional and the def2-TZVPD basis", "charge": 0, "e_tot_ev": -27576.959, "spin_multiplicity": 1, "e_lumo_ha": -0.020, "de_lowest_kcal_mol": 58.2, "homo_lumo_gap_ha": 0.310, "homo_energy_ev": -8.97, "elements": ["C", "C", "C", "H", "H", "H", "H", "H", "F", "S", "S"], "coordinates": [[1.204, 0.187, -0.211], [-0.267, -0.223, 0.509], [-1.497, 0.502, -0.075], [2.809, -0.989, -1.116], [-0.284, -1.409, 0.485], [-0.222, -0.096, 1.882], [-2.348, 0.325, 0.882], [-1.243, 1.620, -0.261], [-1.757, -0.188, -1.230], [1.803, -1.452, -0.416], [1.803, 1.723, -0.449]], "nbo_charge": [-0.290, -0.492, 0.018, 0.130, 0.230, 0.232, 0.171, 0.207, -0.357, 0.129, 0.023]}

***

Record 3
{"formula": "C32H46BCaF4N11OPSSe", "method": "the ωB97M-V functional and the def2-TZVPD basis", "charge": -1, "e_tot_ev": -167834.443, "spin_multiplicity": 1, "e_lumo_ha": 0.079, "de_lowest_kcal_mol": 45.2, "homo_lumo_gap_ha": 0.146, "homo_energy_ev": -1.81, "elements": ["Ca", "C", "N", "C", "C", "N", "C", "P", "C", "N", "C", "C", "N", "C", "C", "N", "C", "C", "N", "C", "H", "H", "H", "H", "H", "H", "H", "H", "H", "H", "H", "H", "H", "H", "H", "F", "B", "F", "F", "F", "C", "N", "C", "C", "N", "C", "C", "Se", "H", "H", "H", "H", "H", "H", "H", "H", "C", "C", "C", "N", "C", "S", "N", "C", "O", "C", "C", "C", "C", "C", "C", "H", "H", "H", "H", "H", "H", "H", "H", "H", "H", "H", "H", "H", "H", "C", "C", "C", "C", "N", "H", "H", "H", "H", "H", "H", "H", "H", "H"], "coordinates": [[-0.645, -0.739, 0.841], [-3.110, -0.318, 5.668], [-2.009, -0.743, 4.830], [-1.189, -1.809, 5.071], [-0.342, -1.890, 4.004], [-0.632, -0.895, 3.119], [-1.660, -0.227, 3.621], [-2.400, 1.319, 2.983], [-0.875, 2.022, 2.296], [0.012, 1.447, 1.497], [0.987, 2.364, 1.276], [0.705, 3.511, 1.959], [-0.472, 3.287, 2.610], [-1.189, 4.224, 3.447], [-3.172, 0.730, 1.437], [-2.557, 0.215, 0.386], [-3.507, 0.009, -0.571], [-4.713, 0.428, -0.095], [-4.490, 0.898, 1.169], [-5.499, 1.369, 2.092], [-3.061, -0.857, 6.611], [-4.056, -0.545, 5.180], [-3.051, 0.753, 5.857], [-1.290, -2.410, 5.957], [0.473, -2.574, 3.830], [1.821, 2.156, 0.627], [1.218, 4.454, 2.024], [-0.582, 5.117, 3.581], [-1.391, 3.782, 4.422], [-2.133, 4.506, 2.982], [-3.240, -0.404, -1.530], [-5.697, 0.416, -0.526], [-6.449, 1.441, 1.569], [-5.228, 2.349, 2.482], [-5.603, 0.663, 2.915], [-4.882, -2.486, 1.221], [-4.023, -2.506, 2.320], [-2.667, -2.482, 1.865], [-4.220, -3.631, 3.116], [-4.266, -1.340, 3.113], [4.369, -5.077, 1.332], [4.206, -3.782, 0.720], [4.391, -3.480, -0.615], [4.049, -2.189, -0.783], [3.663, -1.702, 0.448], [3.113, -0.383, 0.660], [3.750, -2.684, 1.377], [3.435, -2.561, 3.174], [5.030, -5.684, 0.716], [3.404, -5.576, 1.438], [4.792, -4.951, 2.326], [4.746, -4.206, -1.325], [4.038, -1.573, -1.664], [3.780, 0.360, 0.224], [3.019, -0.206, 1.730], [2.126, -0.319, 0.187], [2.347, -0.048, -4.976], [3.273, 0.631, -3.970], [2.678, 0.611, -2.557], [1.536, 1.496, -2.445], [0.381, 0.982, -1.739], [-0.248, -0.568, -2.311], [-0.625, 1.957, -1.435], [-0.713, 3.307, -1.517], [-1.354, 3.937, -0.629], [-0.116, 3.997, -2.676], [0.005, 3.377, -3.932], [0.541, 4.072, -5.005], [0.932, 5.396, -4.869], [0.766, 6.035, -3.642], [0.242, 5.345, -2.565], [2.757, -0.004, -5.988], [1.377, 0.449, -4.960], [2.184, -1.092, -4.703], [3.441, 1.670, -4.267], [4.245, 0.124, -3.957], [3.465, 0.880, -1.834], [2.338, -0.403, -2.331], [1.782, 2.423, -2.118], [-1.277, 1.602, -0.759], [-0.365, 2.372, -4.064], [0.659, 3.573, -5.961], [1.340, 5.936, -5.715], [1.050, 7.076, -3.538], [0.101, 5.833, -1.608], [-1.417, -3.444, -1.469], [0.060, -3.016, -1.296], [0.649, -3.808, -0.121], [0.828, -3.437, -2.574], [0.208, -1.599, -0.974], [-1.501, -4.524, -1.626], [-1.847, -2.931, -2.331], [-1.993, -3.173, -0.580], [0.498, -4.880, -0.271], [0.170, -3.515, 0.820], [1.719, -3.610, -0.052], [0.921, -4.528, -2.620], [1.826, -2.993, -2.565], [0.308, -3.093, -3.468]], "mulliken_charge": [1.595, -0.912, 0.347, -0.644, -0.663, -0.080, 0.060, -0.582, -0.493, 0.737, -0.574, -0.919, 0.390, -0.929, -0.079, 1.230, -0.953, -0.806, 0.327, -0.939, 0.351, 0.301, 0.297, 0.413, 0.384, 0.285, 0.445, 0.338, 0.344, 0.320, 0.495, 0.428, 0.353, 0.310, 0.320, -0.388, 0.218, -0.093, -0.365, -0.199, -1.014, 0.250, -0.671, -0.436, 0.506, -1.278, -0.158, -0.353, 0.340, 0.307, 0.381, 0.452, 0.418, 0.305, 0.407, 0.474, -0.933, -0.772, 0.729, 0.577, -0.076, -0.594, 0.653, 0.281, -0.818, -0.013, 0.140, -0.613, -0.454, -0.502, -0.607, 0.446, 0.109, 0.147, 0.322, 0.460, -0.151, -1.101, 0.395, -0.213, 0.344, 0.380, 0.373, 0.366, 0.384, -1.746, 1.342, -1.484, -1.686, -0.108, 0.487, 0.319, 0.181, 0.575, 0.085, 0.212, 0.475, 0.058, 0.430]}

***

Record 4
{"formula": "C7H16ClO5PSi", "method": "the ωB97M-V functional and the def2-TZVPD basis", "smiles": "O=P(O)(O)[Si@H](Cl)C[C@@H]1CO1.C1CCOC1", "charge": 0, "e_tot_ev": -47444.530, "spin_multiplicity": 1, "e_lumo_ha": 0.005, "homo_lumo_gap_ha": 0.366, "homo_energy_ev": -9.82, "elements": ["O", "P", "O", "O", "Si", "Cl", "C", "C", "C", "O", "H", "H", "H", "H", "H", "H", "H", "H", "C", "C", "C", "O", "C", "H", "H", "H", "H", "H", "H", "H", "H"], "coordinates": [[1.391, 0.137, -4.433], [0.186, 0.452, -3.571], [-0.412, 1.962, -4.122], [-1.112, -0.627, -3.819], [0.602, 0.709, -1.414], [1.285, 2.688, -1.007], [1.726, -0.615, -0.641], [2.713, -1.262, -1.841], [4.297, -1.370, -1.408], [3.691, -0.323, -2.426], [-0.745, 2.479, -3.365], [-1.582, -0.347, -4.631], [-0.705, 0.597, -0.728], [1.192, -1.493, -0.188], [2.515, -0.163, 0.036], [2.279, -2.119, -2.499], [4.853, -2.026, -2.123], [4.732, -0.572, -0.754], [-2.423, 1.131, 3.199], [-2.351, -0.170, 3.973], [-2.157, -1.186, 2.864], [-1.439, -0.521, 1.815], [-1.424, 0.887, 2.083], [-2.187, 2.012, 3.796], [-3.426, 1.259, 2.781], [-1.477, -0.162, 4.631], [-3.234, -0.368, 4.582], [-3.117, -1.519, 2.456], [-1.596, -2.064, 3.192], [-0.409, 1.159, 2.392], [-1.669, 1.436, 1.172]], "nbo_charge": [-1.036, 1.848, -0.966, -0.976, 0.977, -0.358, -0.904, 0.086, -0.196, -0.533, 0.492, 0.509, -0.152, 0.270, 0.267, 0.223, 0.215, 0.229, -0.431, -0.431, -0.067, -0.545, -0.069, 0.220, 0.202, 0.202, 0.220, 0.167, 0.185, 0.166, 0.185]}

***

Record 5
{"formula": "C33H11F15GeN3PdS", "method": "the ωB97M-V functional and the def2-TZVPD basis", "charge": -1, "e_tot_ev": -150464.373, "spin_multiplicity": 1, "e_lumo_ha": 0.087, "de_lowest_kcal_mol": 0.0, "homo_lumo_gap_ha": 0.251, "homo_energy_ev": -4.45, "elements": ["Pd", "C", "C", "C", "C", "N", "C", "C", "C", "C", "C", "C", "N", "C", "C", "C", "C", "C", "N", "H", "H", "H", "H", "H", "H", "H", "H", "H", "H", "H", "F", "C", "C", "C", "F", "C", "F", "C", "F", "C", "F", "Ge", "S", "C", "C", "F", "C", "F", "C", "F", "C", "F", "C", "F", "C", "C", "F", "C", "F", "C", "F", "C", "F", "C", "F"], "coordinates": [[0.763, -1.195, -0.295], [1.360, 2.038, 4.445], [0.810, 1.013, 5.199], [0.306, -0.098, 4.549], [0.372, -0.158, 3.156], [0.896, 0.830, 2.429], [1.372, 1.894, 3.066], [-0.115, -1.353, 2.414], [0.028, -2.617, 2.936], [-0.321, -3.724, 2.138], [-0.806, -3.512, 0.879], [-1.011, -2.174, 0.431], [-0.702, -1.103, 1.214], [-1.940, -1.929, -0.717], [-1.833, -2.703, -1.877], [-2.713, -2.478, -2.914], [-3.679, -1.488, -2.772], [-3.706, -0.777, -1.586], [-2.869, -0.987, -0.572], [1.777, 2.921, 4.908], [0.776, 1.078, 6.280], [-0.144, -0.910, 5.105], [1.797, 2.670, 2.437], [0.465, -2.761, 3.914], [-0.178, -4.730, 2.511], [-1.078, -4.337, 0.234], [-1.037, -3.428, -1.968], [-2.637, -3.053, -3.828], [-4.387, -1.268, -3.561], [-4.444, 0.004, -1.434], [2.844, -3.510, 2.523], [3.329, -2.259, 2.492], [3.718, -1.669, 1.302], [4.212, -0.378, 1.401], [4.637, 0.258, 0.303], [4.327, 0.295, 2.603], [4.818, 1.540, 2.652], [3.934, -0.332, 3.770], [4.061, 0.290, 4.945], [3.425, -1.614, 3.713], [3.042, -2.227, 4.842], [3.536, -2.457, -0.516], [2.463, -1.259, -1.915], [3.035, -4.372, -0.264], [3.832, -5.178, 0.530], [4.914, -4.658, 1.137], [3.576, -6.517, 0.755], [4.370, -7.255, 1.539], [2.472, -7.095, 0.155], [2.197, -8.386, 0.359], [1.661, -6.333, -0.663], [0.601, -6.898, -1.255], [1.958, -4.994, -0.870], [1.151, -4.335, -1.703], [5.414, -2.787, -1.166], [6.598, -2.450, -0.537], [6.597, -1.837, 0.657], [7.842, -2.732, -1.076], [8.966, -2.390, -0.434], [7.925, -3.386, -2.291], [9.118, -3.670, -2.821], [6.765, -3.751, -2.949], [6.842, -4.395, -4.120], [5.543, -3.447, -2.377], [4.448, -3.846, -3.041]], "nbo_charge": [0.193, -0.272, -0.173, -0.246, 0.185, -0.397, 0.038, 0.157, -0.285, -0.216, -0.188, 0.074, -0.454, 0.199, -0.241, -0.174, -0.283, 0.036, -0.413, 0.214, 0.210, 0.219, 0.194, 0.216, 0.209, 0.209, 0.235, 0.209, 0.208, 0.181, -0.322, 0.410, -0.542, 0.419, -0.303, 0.240, -0.298, 0.291, -0.295, 0.238, -0.302, 1.309, -0.728, -0.543, 0.409, -0.318, 0.234, -0.296, 0.285, -0.293, 0.234, -0.298, 0.421, -0.302, -0.538, 0.406, -0.319, 0.235, -0.297, 0.281, -0.294, 0.237, -0.296, 0.400, -0.307]}

***

Record 6
{"formula": "C4H10NO2", "method": "the ωB97M-V functional and the def2-TZVPD basis", "charge": 2, "e_tot_ev": -9873.254, "spin_multiplicity": 2, "e_lumo_ha": [-0.385, -0.534], "s_squared": 0.7578, "de_lowest_kcal_mol": 35.0, "homo_lumo_gap_ha": [0.340, 0.190], "homo_energy_ev": [-19.74, -19.72], "elements": ["O", "C", "C", "C", "C", "O", "N", "H", "H", "H", "H", "H", "H", "H", "H", "H", "H"], "coordinates": [[0.470, 0.699, -2.573], [-0.408, 0.707, -1.783], [-0.238, -0.120, -0.482], [-0.082, 0.937, 0.694], [-0.728, 0.300, 1.914], [-0.063, -0.964, 2.107], [0.892, -1.089, -0.420], [-1.348, 1.299, -1.839], [-1.162, -0.649, -0.274], [-0.493, 1.912, 0.461], [0.998, 1.017, 0.835], [-1.770, 0.066, 1.684], [-0.791, 0.979, 2.768], [0.285, -0.994, 3.012], [0.928, -1.255, 0.628], [0.540, -1.990, -0.786], [1.747, -0.923, -0.973]], "nbo_charge": [-0.009, 0.441, -0.095, -0.414, -0.083, -0.755, -0.722, 0.340, 0.305, 0.275, 0.250, 0.202, 0.264, 0.537, 0.514, 0.468, 0.481]}

***

Record 7
{"formula": "C11H16N5O5", "method": "the ωB97M-V functional and the def2-TZVPD basis", "charge": 1, "e_tot_ev": -29346.185, "spin_multiplicity": 1, "e_lumo_ha": -0.134, "homo_lumo_gap_ha": 0.319, "homo_energy_ev": -12.35, "elements": ["N", "C", "N", "C", "N", "N", "C", "O", "N", "H", "H", "H", "H", "O", "C", "O", "C", "C", "C", "H", "H", "H", "H", "H", "H", "O", "C", "O", "C", "C", "C", "H", "H", "H", "H", "H", "H"], "coordinates": [[4.715, 0.142, 3.913], [3.491, 0.713, 4.067], [3.212, 1.855, 3.451], [1.984, 2.121, 3.821], [1.525, 1.226, 4.633], [0.251, 1.184, 5.253], [-0.505, 0.506, 4.514], [-1.198, -0.206, 3.932], [2.479, 0.302, 4.794], [4.902, -0.642, 3.322], [5.488, 0.587, 4.365], [1.409, 2.969, 3.504], [2.436, -0.535, 5.355], [2.199, 0.051, 1.201], [1.133, -0.045, 0.653], [0.589, 0.948, -0.075], [-0.742, 0.571, -0.502], [-0.764, -0.945, -0.446], [0.193, -1.230, 0.706], [-1.463, 1.024, 0.184], [-0.925, 0.952, -1.503], [-1.759, -1.354, -0.308], [-0.360, -1.358, -1.368], [-0.312, -1.226, 1.674], [0.734, -2.162, 0.569], [-3.205, -1.270, -2.290], [-2.725, -0.904, -3.322], [-1.386, -0.921, -3.579], [-1.136, -0.306, -4.862], [-2.447, -0.411, -5.622], [-3.473, -0.319, -4.501], [-0.832, 0.730, -4.695], [-0.327, -0.835, -5.359], [-2.559, 0.352, -6.390], [-2.518, -1.386, -6.106], [-3.734, 0.716, -4.271], [-4.369, -0.895, -4.712]], "nbo_charge": [-0.863, 0.579, -0.383, 0.263, -0.001, -0.402, 0.906, -0.357, -0.322, 0.435, 0.425, 0.251, 0.466, -0.621, 0.800, -0.485, -0.068, -0.441, -0.531, 0.176, 0.207, 0.256, 0.234, 0.221, 0.249, -0.574, 0.798, -0.509, -0.071, -0.430, -0.530, 0.179, 0.205, 0.231, 0.216, 0.240, 0.252]}

***

Record 8
{"formula": "C3H5ClNO", "method": "the ωB97M-V functional and the def2-TZVPD basis", "charge": 1, "e_tot_ev": -19239.797, "spin_multiplicity": 1, "e_lumo_ha": -0.233, "de_lowest_kcal_mol": 75.8, "homo_lumo_gap_ha": 0.332, "homo_energy_ev": -15.38, "elements": ["C", "C", "C", "N", "O", "Cl", "H", "H", "H", "H", "H"], "coordinates": [[2.491, -0.929, -0.241], [-0.609, -0.197, 0.175], [-0.147, 1.159, -0.013], [1.373, -0.339, -0.134], [1.281, 1.107, -0.036], [3.866, 0.083, -0.237], [2.675, -1.923, -0.305], [-0.431, -0.440, 1.163], [-1.188, -0.758, -0.470], [-0.453, 1.502, -1.069], [-0.602, 1.753, 0.836]], "nbo_charge": [0.113, 0.116, -0.184, -0.097, -0.292, 0.145, 0.253, 0.218, 0.241, 0.227, 0.259]}

***

Question: charge of number 1 (C4H6N2O)?
Answer: 0